Record 1
11
Properties=species:S:1:pos:R:3:nbo_charge:R:1 method="wB97M-V/def2-TZVPD" orbital_gap_ev="5.976 / 5.974" lumo_energy_ev="-6.95 / -6.96" homo_energy_ev="-12.93 / -12.93" charge=+1 e_above_lowest_kj_mol=313.30
C 1.02653 -1.32571 -0.05296 0.16
N 1.25774 -0.10626 0.40417 -0.45
C 0.37335 0.98227 0.39409 0.26
N -0.72161 1.15958 -0.22103 -0.33
C -1.79406 0.66880 -0.69130 -0.10
S -2.55015 -0.56032 0.19148 0.01
H 0.14112 -1.87075 -0.38117 0.27
H 1.88079 -2.02308 -0.06161 0.23
H 2.21612 0.05799 0.66698 0.46
H 0.69561 1.81253 1.03935 0.23
H -2.52544 1.20494 -1.28800 0.26



Record 2
10
Properties=species:S:1:pos:R:3:nbo_charge:R:1 method="wB97M-V/def2-TZVPD" orbital_gap_ev=11.663 lumo_energy_ev=0.73 smiles="[H]/N=C/OCC#N" homo_energy_ev=-10.93 e_above_lowest_kj_mol=199.90
H -0.89347 -0.46917 -2.74788 0.36
N -0.37585 -0.39329 -1.87470 -0.71
C -1.07649 0.14737 -0.97600 0.41
O -0.63376 0.33056 0.29004 -0.49
C 0.72345 0.00168 0.59940 -0.19
C 0.94386 0.34696 2.00218 0.24
N 0.99312 0.23207 3.15415 -0.29
H -2.10413 0.52504 -1.07148 0.17
H 1.38032 0.31840 -0.21224 0.25
H 1.04295 -1.03962 0.83652 0.24



Record 3
51
Properties=species:S:1:pos:R:3:nbo_charge:R:1 method="wB97M-V/def2-TZVPD" orbital_gap_ev="8.157 / 8.584" lumo_energy_ev="1.93 / 2.21" s2=6.1810 spin_multiplicity=5 homo_energy_ev="-6.23 / -6.38" charge=-1
Mn 0.15602 0.49594 1.97502 1.53
N 0.58963 4.13566 4.15126 -0.78
C 0.68032 3.00672 3.44954 0.72
O -0.33728 2.30710 3.34239 -0.69
C 1.98549 2.53909 2.93819 -0.53
C 1.94604 1.02981 2.72494 -0.64
H -0.29666 4.41318 4.44359 0.40
H 1.39334 4.73076 4.32630 0.40
H 2.80905 2.84504 3.58538 0.22
H 2.11912 3.11138 2.00929 0.27
H 2.12305 0.54979 3.68880 0.20
H 2.70964 0.71898 2.00591 0.21
O -0.35672 3.69806 -0.75429 -1.01
P 0.12239 2.19534 -0.78978 2.57
O 0.86602 1.83555 -2.01765 -1.12
O 0.70183 1.94198 0.60482 -1.19
O -1.29773 1.32219 -0.79979 -1.12
P -2.37401 1.23102 0.43312 2.55
O -2.22894 2.72305 1.08715 -1.04
O -3.73284 0.83572 0.01525 -1.10
O -1.77653 0.35319 1.49678 -1.18
H -1.13587 3.74635 -0.14640 0.52
H -1.73796 2.70003 1.90791 0.52
N 3.11766 -3.67682 5.26371 -0.49
C 2.15379 -3.29425 4.76685 0.44
N 1.02145 -3.09372 4.12724 -0.69
C 0.52615 -1.95557 3.82065 0.62
N 0.05579 -0.93161 3.55675 -0.68
C -0.80031 -3.01773 -0.57690 -0.24
C -0.66129 -2.03302 0.44783 0.08
N 0.24579 -1.09583 0.34831 -0.53
C 1.01569 -0.97842 -0.71816 0.07
C 0.87070 -1.88040 -1.79334 -0.10
C 0.00778 -2.97425 -1.67678 -0.15
C 1.69611 -1.62191 -2.96014 -0.16
C 1.08876 -1.51315 -4.16062 -0.20
C -0.35467 -1.54226 -4.33571 0.19
C -1.16625 -0.71101 -3.54247 -0.28
C -2.53363 -0.71611 -3.86239 0.07
N -3.00181 -1.41979 -4.92681 -0.46
C -2.14192 -2.19800 -5.56964 0.24
N -0.84373 -2.27682 -5.35036 -0.47
H -1.59483 -3.73931 -0.50142 0.22
H -1.16732 -2.03168 1.41541 0.23
H 1.75661 -0.21465 -0.70734 0.23
H -0.09784 -3.68723 -2.50296 0.23
H 2.78247 -1.55780 -2.82401 0.22
H 1.69235 -1.33940 -5.03244 0.22
H -0.74644 -0.14383 -2.69544 0.28
H -3.20719 -0.10061 -3.31720 0.22
H -2.64123 -2.72075 -6.37033 0.17



Record 4
22
Properties=species:S:1:pos:R:3:nbo_charge:R:1 method="wB97M-V/def2-TZVPD" orbital_gap_ev=8.024 lumo_energy_ev=3.58 homo_energy_ev=-4.44 charge=-1 e_above_lowest_kj_mol=297.59
C -1.30240 1.52520 -1.86951 -0.40
N -1.20670 0.56064 -0.72727 -0.45
C -0.80230 1.27571 0.51035 -0.42
C -0.27142 -0.55191 -1.12530 -0.29
C -0.83280 -1.82799 -0.30227 -0.02
O 0.19252 -2.47280 0.32663 -0.84
H -0.28469 1.70573 -2.37219 0.16
H -1.67385 2.47192 -1.58123 0.19
H -1.99129 1.07218 -2.77965 0.17
H -1.63775 1.65750 1.02860 0.18
H -0.04527 2.04124 0.49414 0.16
H -0.45262 0.56976 1.16070 0.23
H 0.03815 -0.57187 -2.10138 0.18
H 0.78680 -0.53867 -0.60993 0.20
H -1.36211 -2.58469 -1.05074 0.12
H -1.57641 -1.37880 0.36873 0.14
H 2.26835 1.43939 1.79049 0.44
H 2.64369 -0.07103 1.74223 0.51
O 2.94107 0.88690 2.03708 -1.03
H 0.92244 -1.89299 1.00503 0.50
H 2.06261 -2.03588 1.96106 0.42
O 1.58397 -1.27952 2.09441 -1.15



Record 5
13
Properties=species:S:1:pos:R:3:nbo_charge:R:1 method="wB97M-V/def2-TZVPD" orbital_gap_ev=9.906 lumo_energy_ev=0.89 homo_energy_ev=-9.02 e_above_lowest_kj_mol=489.62
O 1.25528 -1.08191 2.44763 -0.98
C 0.52542 0.17489 -0.10651 -0.24
C -0.37248 1.44524 -0.30841 0.04
O -0.29894 1.47456 -1.72394 -0.48
C 0.11599 0.12427 -1.61619 0.04
C -0.85837 -0.63167 -0.82080 -0.15
C -1.21082 0.32224 0.12222 -0.15
H 1.93755 -1.74276 2.29290 0.46
H 1.18338 -0.61891 1.58725 0.49
H -0.29980 2.38486 0.22677 0.23
H 0.68919 -0.30191 -2.43177 0.23
H -0.99568 -1.70296 -0.75662 0.26
H -1.67073 0.15406 1.08748 0.26



Record 6
86
Properties=species:S:1:pos:R:3:mulliken_charge:R:1 method="wB97M-V/def2-TZVPD" orbital_gap_ev=6.009 lumo_energy_ev=1.35 homo_energy_ev=-4.65 charge=-1 e_above_lowest_kj_mol=0.00
C 2.78711 2.09423 -1.76005 -0.64
C 2.61097 1.50926 -2.98372 -0.45
C 1.38671 0.66287 -3.28859 0.63
C 0.52269 0.33875 -2.05953 -0.17
O 0.84845 -0.92431 -1.55303 -0.02
P 1.57398 -1.95190 -2.80419 -0.07
C 3.29476 -1.62648 -2.06500 -0.12
C 4.44779 -2.16845 -2.89471 -1.19
C 4.71627 -1.39159 -4.17885 -0.33
I 6.22615 0.12445 -3.95250 -0.09
O 1.65735 -0.57912 -3.89616 -0.29
H 2.96590 1.55732 -0.83387 0.02
H 2.78128 3.18279 -1.63094 0.30
H 3.34099 1.59500 -3.79293 0.07
H 0.84974 1.31765 -3.98671 0.50
H 0.43431 1.13349 -1.31593 0.46
H -0.50901 0.23501 -2.44495 -0.39
H 1.33703 -3.04973 -1.90479 -0.27
H 2.11689 -2.92432 -3.74302 0.02
H 0.24976 -2.21594 -3.36560 0.03
H 3.30919 -2.16416 -1.10997 0.32
H 3.46033 -0.57668 -1.80648 -0.03
H 5.35381 -2.10505 -2.28092 0.51
H 4.33938 -3.23168 -3.12378 0.42
H 3.84159 -0.87233 -4.56405 -0.15
H 5.05361 -2.06889 -4.96068 0.51
C -0.19645 -0.73510 -6.37289 0.52
Cl -0.88492 -1.56521 -7.77997 -0.18
Cl 0.73360 0.67702 -6.88860 -0.15
Cl -1.45340 -0.28522 -5.23267 -0.11
H 0.47711 -1.41328 -5.86098 -0.09
C 4.74379 5.90342 0.10369 0.31
Cl 4.10258 4.43480 -0.66039 -0.09
Cl 6.07003 6.58432 -0.84658 -0.15
Cl 3.46474 7.10166 0.33622 -0.16
H 5.13382 5.64162 1.07857 -0.01
C -3.53160 0.02619 -0.15465 -0.19
Cl -3.48517 0.15923 -1.91202 -0.11
Cl -3.61588 -1.67517 0.28081 0.01
Cl -2.12050 0.79599 0.57694 -0.07
H -4.41708 0.52791 0.21442 0.34
C 1.93007 -0.40758 2.38240 0.00
Cl 2.38243 0.37928 0.87860 -0.08
Cl 0.65526 -1.58574 2.10178 0.01
Cl 3.32666 -1.16117 3.17514 -0.18
H 1.54601 0.34975 3.05205 0.04
C -1.56286 -0.59762 5.25333 -0.17
Cl -0.67016 -2.10306 5.46154 -0.11
Cl -0.47517 0.72770 4.83106 -0.07
Cl -2.83013 -0.77785 4.04171 0.00
H -2.02867 -0.35346 6.19860 0.37
C 1.97472 2.80321 7.76189 0.03
Cl 2.79195 4.34480 7.47217 -0.14
Cl 0.24197 2.95493 7.46344 -0.12
Cl 2.67011 1.53431 6.76271 -0.07
H 2.11937 2.53724 8.80031 0.30
C -7.37223 -3.00463 1.64475 0.89
Cl -6.14448 -4.20834 1.25710 -0.10
Cl -6.83368 -1.39212 1.18140 -0.09
Cl -8.91085 -3.38937 0.86601 -0.14
H -7.52780 -3.01771 2.71713 -0.56
C -7.38000 -1.51247 5.89073 0.05
Cl -7.84649 -3.01280 5.07667 -0.17
Cl -6.48238 -0.46465 4.80159 -0.08
Cl -8.79955 -0.68990 6.53619 -0.13
H -6.73454 -1.77341 6.71867 0.29
C -1.39249 -5.00094 0.21594 -0.18
Cl -2.36993 -5.63543 -1.11683 -0.15
Cl -0.58434 -3.52239 -0.23964 -0.03
Cl -2.41181 -4.77416 1.65939 -0.14
H -0.64468 -5.74351 0.46005 0.34
C 5.93366 3.21020 4.52893 0.02
Cl 6.45681 3.96084 3.01713 -0.11
Cl 4.70660 1.98659 4.23692 0.01
Cl 7.31649 2.52243 5.38510 -0.14
H 5.50208 3.98022 5.15523 0.21
C -12.65153 -1.16030 0.60359 0.04
Cl -13.64172 -0.45820 1.88782 -0.13
Cl -13.13435 -0.52665 -0.97132 -0.12
Cl -10.94073 -0.88058 0.89925 -0.05
H -12.82158 -2.22875 0.59954 0.27
C 5.77995 3.16384 -6.55844 0.27
Cl 6.10539 4.89533 -6.72311 -0.16
Cl 4.08114 2.87035 -6.22808 -0.06
Cl 6.30392 2.29348 -8.00250 -0.13
H 6.34982 2.78987 -5.71694 0.02